Record 1
3 unconnected molecules or ions with the total composition C32H66BrF6N3O7PS2 at a distorted geometry, computed with the ωB97M-V functional and the def2-TZVPD basis.

Results
total charge: +1

XYZ file:
```
118
C32H66BrF6N3O7PS2 (the ωB97M-V functional and the def2-TZVPD basis)
C -3.24518 0.57934 3.47127
C -3.63830 0.30244 1.92041
C -2.67098 1.05205 0.90674
Br -2.41613 2.89091 1.72414
N -1.32019 0.49403 0.64213
C -1.00891 -0.86783 1.20435
C -1.79103 -2.06382 0.46643
C -2.30919 -3.20508 1.44727
C -3.73107 -3.80467 0.96343
S -4.95323 -3.79689 2.39306
C 0.59120 -1.12913 1.32761
C 0.98675 -2.66692 1.43541
C 1.19981 -3.46814 0.08333
O 0.18153 -4.47606 -0.16336
C 2.55209 -4.35342 0.24234
F 2.62777 -5.01190 1.46765
F 3.70805 -3.67141 -0.10888
F 2.42481 -5.38862 -0.71889
P 1.08993 -0.44927 3.05810
O 0.75846 1.18974 3.23280
O 2.79306 -0.58247 3.24088
S 0.35810 -1.55471 4.51282
C 1.45139 -0.24860 0.29341
C 2.96469 -0.68012 0.08804
C 3.88486 0.62173 -0.11940
O 4.83513 0.31393 -1.17031
C 4.74528 0.99296 1.16679
F 5.83610 1.76411 0.71476
F 4.05955 1.83291 2.06363
F 5.31216 -0.10960 1.81081
C 0.57821 -0.13592 -1.03032
C -0.78894 0.70309 -0.77034
C -1.75009 0.26737 -1.94254
O -0.38302 2.08717 -0.78170
C -0.17368 2.63496 -2.09409
C -1.44734 3.50842 -2.58217
C -1.20176 4.98692 -1.96511
C -1.54804 3.65249 -4.16628
C -3.02906 4.24900 -4.46247
C -1.46315 2.28625 -4.97910
H -3.57695 -0.32288 4.09633
H -2.12498 0.65613 3.60607
H -3.81160 1.46446 3.89462
H -4.66429 0.80069 1.80737
H -3.81345 -0.79710 1.73316
H -3.30264 1.30328 -0.00527
H -0.67874 1.10868 1.20342
H -1.32156 -0.96982 2.30517
H -1.25089 -2.42348 -0.45862
H -2.74796 -1.56636 0.06749
H -2.51181 -2.71243 2.45211
H -1.59292 -4.06028 1.61449
H -4.16424 -3.18124 0.12342
H -3.58092 -4.87513 0.60216
H -5.97887 -2.93644 2.00362
H 2.00295 -2.68207 1.96677
H 0.30918 -3.25583 2.14337
H 1.37274 -2.84413 -0.84266
H -0.00593 -4.42678 -1.12401
H 0.36752 1.26478 4.14041
H 3.01312 -1.50481 3.48952
H 1.47732 0.81340 0.73849
H 3.38625 -1.38463 0.86061
H 3.02604 -1.23865 -0.91118
H 3.27734 1.53578 -0.40310
H 4.84113 1.03976 -1.82197
H 0.21441 -1.14640 -1.43368
H 1.21486 0.30965 -1.85048
H -2.59830 1.02554 -2.08070
H -2.24106 -0.74172 -1.86134
H -1.20276 0.26902 -2.94806
H 0.20015 1.91709 -2.88335
H 0.66163 3.41337 -1.98062
H -2.42354 3.15671 -2.12882
H -2.06297 5.69132 -2.15475
H -0.18777 5.40017 -2.26465
H -1.13929 4.81703 -0.83097
H -0.83379 4.46187 -4.54394
H -3.72118 3.33362 -4.42369
H -3.39299 4.93594 -3.63708
H -3.11401 4.72781 -5.48178
H -1.59703 2.55826 -6.08499
H -0.42071 1.82370 -4.91791
H -2.29213 1.56521 -4.70531
C 4.25483 2.59350 8.09969
C 2.93498 3.22666 7.66871
C 1.74410 2.24799 7.69657
O 1.71008 1.33133 6.60684
C 2.55098 0.19711 6.76172
N 3.10855 3.83020 6.34118
H 4.69016 1.96176 7.32360
H 4.99033 3.36963 8.32538
H 4.12433 1.98801 9.00067
H 2.71415 4.02769 8.38222
H 0.82427 2.83525 7.61264
H 1.68369 1.71367 8.65251
H 2.61586 -0.13149 7.80270
H 3.54651 0.41047 6.36674
H 2.12748 -0.61248 6.16675
H 2.25969 4.33809 6.09971
H 3.13540 3.06918 5.66266
C -0.85650 -3.36798 -8.07812
C -0.16197 -2.13769 -7.50132
C -0.07234 -2.14602 -5.96240
O -1.29157 -1.82182 -5.29936
C -2.20164 -2.90392 -5.18038
N -0.83922 -0.93310 -7.99709
H -1.94118 -3.32962 -7.96392
H -0.65390 -3.44888 -9.14868
H -0.49431 -4.28322 -7.60187
H 0.86318 -2.13655 -7.88670
H 0.63819 -1.36866 -5.66298
H 0.33096 -3.09515 -5.58704
H -1.68929 -3.85994 -5.03959
H -2.85263 -2.94666 -6.05512
H -2.83477 -2.71861 -4.30957
H -0.31459 -0.11465 -7.69398
H -1.72281 -0.85244 -7.49450
```



Record 2
4 unconnected molecules or ions with the total composition C32H66BrN4O2 at a distorted geometry, computed with the ωB97M-V functional and the def2-TZVPD basis.

Results
total charge: +1

XYZ file:
```
105
C32H66BrN4O2 (the ωB97M-V functional and the def2-TZVPD basis)
C 10.46046 0.56671 1.94716
C 9.42299 0.60837 3.04110
C 9.91909 0.83450 4.45574
C 8.12825 0.42000 2.75420
C 6.97723 1.04414 3.50660
C 6.38514 2.20852 2.67996
C 6.25185 3.53174 3.44295
C 5.79199 4.65260 2.50550
C 5.38978 3.47219 4.71427
C 3.88732 3.37845 4.49585
N 3.47200 2.07157 3.95146
C 3.74187 0.85539 4.39300
N 3.21848 -0.09360 3.62961
C 2.57360 0.55857 2.65462
N 1.90616 -0.00979 1.64837
C 1.85136 -1.47038 1.52882
C 0.75068 -1.76398 0.52218
O 0.88314 -1.52040 -0.63086
Br -0.85564 -2.51724 1.22334
N 2.71430 1.87676 2.84409
O 2.26507 2.97979 2.18030
H 11.19439 -0.22777 2.10894
H 10.97888 1.52690 1.95526
H 9.97461 0.40773 0.98639
H 11.00277 0.71898 4.47207
H 9.66950 1.81893 4.85713
H 9.51266 0.06522 5.11127
H 7.84971 -0.24225 1.93662
H 7.33164 1.41531 4.47101
H 6.21893 0.27154 3.67505
H 7.07870 2.39898 1.85713
H 5.44371 1.93427 2.18762
H 7.26178 3.79872 3.77206
H 5.77610 5.60748 3.03536
H 6.52936 4.76578 1.70989
H 4.81977 4.44971 2.05344
H 5.53875 4.40831 5.25988
H 5.72989 2.68280 5.38855
H 3.50004 4.16362 3.85288
H 3.37509 3.48220 5.45375
H 4.33951 0.62276 5.25875
H 1.45049 0.53600 0.93530
H 1.68336 -1.92732 2.49896
H 2.78353 -1.83581 1.09281
H 1.82771 2.68221 1.36896
C -0.60066 1.35375 -2.06723
C -1.99613 1.33012 -1.44817
C -2.73878 0.00866 -1.64804
C -3.01532 -0.36495 -3.10420
C -3.81176 0.67112 -3.89546
C -5.21124 0.91473 -3.33806
H -0.63357 1.21815 -3.14818
H -0.10870 2.31156 -1.87717
H 0.02497 0.55986 -1.65269
H -2.58498 2.15697 -1.85258
H -1.91186 1.51519 -0.37135
H -3.68183 0.05287 -1.09541
H -2.16071 -0.80123 -1.18978
H -3.55702 -1.31553 -3.11898
H -2.06975 -0.55602 -3.61974
H -3.89950 0.32167 -4.92727
H -3.26474 1.61728 -3.94104
H -5.78978 -0.01122 -3.32534
H -5.75189 1.63810 -3.94892
H -5.17973 1.30697 -2.31987
C -3.34382 0.61093 2.68700
C -4.46522 0.59719 3.72047
C -5.23044 -0.72470 3.75573
C -5.94603 -1.08572 2.45190
C -6.94927 -0.04453 1.95807
C -8.10618 0.19062 2.92453
H -3.72530 0.47396 1.67370
H -2.80887 1.56335 2.71058
H -2.62274 -0.18519 2.89090
H -5.15003 1.42643 3.52666
H -4.04047 0.77950 4.71113
H -5.95312 -0.69294 4.57469
H -4.53350 -1.53243 4.00336
H -6.46458 -2.03836 2.59571
H -5.20652 -1.26635 1.66542
H -7.35289 -0.38325 1.00061
H -6.44249 0.90349 1.75512
H -8.65342 -0.73613 3.10711
H -8.80856 0.91904 2.51856
H -7.75947 0.57276 3.88594
C -5.47027 -4.97490 -8.29259
C -5.29868 -4.11391 -7.04491
C -4.32552 -2.95166 -7.23690
C -2.88884 -3.36198 -7.56723
C -2.22983 -4.27873 -6.53780
C -2.09943 -3.63696 -5.16034
H -4.53199 -5.44287 -8.59387
H -6.19116 -5.77395 -8.11625
H -5.83434 -4.37654 -9.13016
H -4.97650 -4.74116 -6.20894
H -6.27187 -3.70553 -6.76052
H -4.33038 -2.33277 -6.33416
H -4.69536 -2.30900 -8.04188
H -2.28562 -2.45411 -7.67108
H -2.86221 -3.84921 -8.54531
H -1.23392 -4.54598 -6.90041
H -2.78398 -5.21722 -6.45424
H -1.51303 -2.71683 -5.21774
H -1.60151 -4.31055 -4.46100
H -3.07568 -3.39010 -4.73974
```



Let's list total energy in order: -6260.418158, -4202.063138 hartree.
Let's list E_LUMO in order: -2.7, -3.0 eV.
Let's list gap between HOMO and LUMO in order: 8.1, 7.7 eV.